No. 1
DFT (wB97M-V/def2-TZVPD) results for C26H73BF3N6O11SV as an isolated structure in a non-equilibrium geometry.

Properties
Gap between HOMO and LUMO (alpha / beta) ... 8.7 / 8.8 eV
Lowest unoccupied orbital energy (alpha / beta) ... 2.1 / 2.1 eV
Total energy ... -104957.5202 eV
Total charge ... -1
2S+1 ... 2
Relative energy (zero: lowest compared OMol25 entry of this formula, charge and spin) ... 0.00 kcal per mole
Max |F| ... 5.6 eV/Å

Geometry (Å):
O 2.47086 3.58678 3.08236
V 0.95021 3.19830 3.25204
B 0.29823 5.21076 2.27341
H -0.36481 4.24322 2.06089
H 0.55010 5.22751 3.45776
H 1.32922 5.05274 1.63234
H -0.31344 6.22733 1.97340
C 1.86662 -0.89045 4.76953
F 0.65856 -1.11855 4.18819
F 2.02510 -1.80092 5.69621
F 2.78615 -1.02651 3.79925
S 1.97307 0.77844 5.55030
O 1.06607 0.73750 6.65350
O 3.34985 0.87720 5.90484
O 1.59565 1.64014 4.42946
C 0.69377 0.74519 1.11539
O 0.84621 1.94694 1.68944
H -0.17862 0.66485 0.41983
H 1.56441 0.47572 0.48259
H 0.52112 -0.06438 1.84951
C -0.03834 4.65296 -2.01797
C -1.29771 3.78472 -1.86826
C -1.36391 2.74956 -2.93870
O -1.39816 3.39139 -4.16678
C -1.45192 2.51492 -5.22007
N -1.37518 3.16950 -0.54025
H -0.10720 5.24085 -2.94051
H 0.89335 4.09221 -1.98521
H -0.01933 5.39482 -1.21343
H -2.16311 4.44752 -1.96306
H -2.26835 2.13910 -2.80369
H -0.50432 2.05922 -2.85759
H -2.45430 2.06407 -5.30528
H -0.71661 1.69905 -5.15920
H -1.24813 3.05571 -6.14360
H -0.62755 2.48430 -0.37350
H -1.06821 3.85045 0.15957
C -4.38075 -4.31832 -0.05600
C -5.06599 -3.45690 -1.08601
C -4.79027 -2.00278 -0.83009
O -3.43664 -1.69104 -0.86288
C -3.21685 -0.34543 -0.55123
N -4.67693 -3.93732 -2.46683
H -4.86105 -4.12009 0.91527
H -3.33196 -4.04886 0.07596
H -4.50824 -5.38385 -0.22326
H -6.12717 -3.71757 -1.06286
H -5.19243 -1.78098 0.17454
H -5.35215 -1.41067 -1.56992
H -3.80075 0.33403 -1.18199
H -2.17707 -0.08266 -0.79282
H -3.28140 -0.13867 0.52136
H -5.19313 -3.36487 -3.14168
H -3.70861 -3.72108 -2.69573
C 0.49799 -2.18923 -2.38164
C -0.18840 -3.25311 -1.54227
C -0.38124 -2.80006 -0.12558
O -0.80762 -3.88864 0.65925
C -1.03584 -3.47826 1.95583
N -1.46124 -3.64573 -2.17733
H -0.05384 -1.24965 -2.45944
H 0.86829 -2.53221 -3.34604
H 1.45046 -1.93413 -1.87391
H 0.47702 -4.12170 -1.58559
H -1.14728 -2.00297 -0.08786
H 0.55923 -2.33980 0.23737
H -0.17618 -2.96331 2.41335
H -1.33046 -4.29850 2.59779
H -1.81207 -2.70537 1.88229
H -2.14757 -2.90112 -1.98287
H -1.82850 -4.39449 -1.57574
C 5.09710 2.93133 -2.10460
C 3.63336 3.11069 -1.77776
C 2.86964 1.97964 -2.43713
O 3.07378 1.87402 -3.82209
C 2.39640 0.75462 -4.33593
N 3.42339 3.03678 -0.33836
H 5.66306 3.81084 -1.78264
H 5.24303 2.87441 -3.19016
H 5.54433 2.01377 -1.71977
H 3.26897 4.05570 -2.18887
H 1.80447 2.05930 -2.15348
H 3.21537 1.04148 -1.95458
H 2.48305 0.75329 -5.42536
H 1.31186 0.76257 -4.13460
H 2.81153 -0.17616 -3.92310
H 3.95735 2.27088 0.06485
H 2.45972 2.87297 -0.04575
C -2.33634 -0.16575 2.62495
C -2.74635 0.08500 4.06641
C -3.46214 -1.11639 4.60195
O -3.94350 -0.89040 5.91239
C -4.55535 -2.01867 6.43852
N -1.47723 0.30355 4.83797
H -1.37315 -0.67518 2.54006
H -2.18988 0.79800 2.12694
H -2.97405 -0.78674 1.98706
H -3.32868 0.99682 4.19897
H -2.83383 -2.03067 4.59835
H -4.32818 -1.41666 3.96996
H -3.94349 -2.91498 6.23488
H -5.54290 -2.19330 5.98717
H -4.63429 -1.91727 7.51673
H -0.95902 -0.55898 4.68940
H -1.73013 0.32147 5.82652
C 3.49453 -1.94879 -3.69098
C 4.27630 -1.07730 -2.70913
C 3.77643 -1.31001 -1.31655
O 4.28523 -0.35836 -0.43731
C 3.85499 -0.57796 0.87064
N 5.72962 -1.42254 -2.84218
H 2.42124 -1.76482 -3.51332
H 3.64360 -3.01692 -3.58911
H 3.61274 -1.52701 -4.69119
H 4.02898 -0.04603 -3.00569
H 3.92963 -2.36741 -1.02951
H 2.67089 -1.19933 -1.32760
H 2.78927 -0.84243 0.90068
H 4.05722 0.29470 1.48157
H 4.39068 -1.43663 1.30686
H 6.02005 -1.08789 -3.76741
H 6.26002 -0.77408 -2.24482

Forces on atoms 1 to 6 (eV/Å):
O -2.2 -0.4 0.8
V 4.2 -1.1 -3.5
B 0.3 1.1 -1.0
H -0.9 -1.0 0.1
H 0.2 -0.1 1.1
H -0.4 0.3 0.3

---

No. 2
DFT (wB97M-V/def2-TZVPD) results for a 12-piece molecular cluster, C26H74Cl8O28P6 overall in a non-equilibrium geometry.

Properties
Gap between HOMO and LUMO ... 9.6 eV
Lowest unoccupied orbital energy ... 0.2 eV
Total energy ... -241415.8456 eV
Total charge ... 0
Max |F| ... 3.6 eV/Å

Geometry (Å):
C 7.33069 -3.49540 -2.40205
O 7.54884 -2.10237 -2.43517
P 6.41944 -1.09285 -1.87376
O 6.92944 0.26889 -1.56832
O 5.16471 -1.16258 -2.89708
C 3.97046 -0.49369 -2.75354
O 5.79126 -1.95318 -0.65099
C 6.51608 -2.08216 0.54682
H 7.93369 -3.88143 -1.58018
H 7.73527 -3.95871 -3.30191
H 6.26331 -3.70423 -2.47408
H 3.78185 0.13746 -3.62197
H 3.87842 0.07072 -1.82560
H 3.12902 -1.18644 -2.74023
H 5.95710 -1.94859 1.47299
H 7.36455 -1.40023 0.60303
H 6.86374 -3.11204 0.62789
C 2.18952 0.17506 3.27971
O 2.54028 0.56807 4.59838
P 3.52865 -0.33245 5.49419
O 3.89101 0.32859 6.78845
O 4.76152 -0.72270 4.51155
C 5.73898 0.31584 4.24832
O 2.75857 -1.73713 5.65657
C 2.94118 -2.50176 6.86684
H 2.42807 1.04349 2.66568
H 1.15193 -0.14362 3.17987
H 2.79227 -0.62865 2.85682
H 5.76809 0.42485 3.16418
H 6.75566 0.07837 4.56148
H 5.53889 1.31344 4.63930
H 1.99100 -2.72523 7.35194
H 3.66314 -2.12146 7.58950
H 3.43254 -3.39708 6.48597
C -7.33711 0.02114 -3.19232
O -6.63635 -0.73916 -2.21420
P -5.76411 -2.05783 -2.67346
O -5.09888 -2.70977 -1.51699
O -4.78768 -1.36935 -3.78289
C -3.95671 -0.28991 -3.47983
O -6.73826 -3.02380 -3.55627
C -6.15777 -3.83751 -4.56062
H -8.36325 -0.34645 -3.18761
H -6.97743 -0.15780 -4.20559
H -7.30237 1.09882 -3.03263
H -3.86260 0.00617 -2.43504
H -4.10341 0.60248 -4.08829
H -3.00382 -0.78377 -3.67013
H -5.07376 -3.78400 -4.66141
H -6.55593 -3.53319 -5.52858
H -6.38462 -4.89550 -4.42917
C 0.71680 -3.10071 2.03005
O 2.13700 -2.93901 2.26731
P 2.94081 -4.32765 2.39818
O 2.38931 -5.28899 3.42651
O 4.48959 -3.83772 2.61728
C 5.18144 -4.07554 3.80984
O 2.97595 -4.96714 0.88755
C 3.38303 -4.15481 -0.20372
H 0.47659 -4.15827 2.13945
H 0.43508 -2.68241 1.06374
H 0.23385 -2.49435 2.79634
H 4.69372 -4.80661 4.45463
H 5.32268 -3.17289 4.40430
H 6.15666 -4.53437 3.64703
H 4.34585 -4.42417 -0.63792
H 3.39075 -3.11488 0.12275
H 2.74252 -4.31827 -1.07040
C 1.58276 4.31535 1.21404
O 1.20021 3.42077 0.18945
P 2.15933 3.11586 -1.11294
O 1.84965 1.90728 -1.86902
O 2.11169 4.47518 -2.00969
C 2.91844 5.64132 -1.72731
O 3.66045 3.15590 -0.56473
C 4.13533 2.08540 0.20063
H 0.88413 5.12546 1.42318
H 2.57324 4.77018 1.20078
H 1.43404 3.76587 2.14358
H 2.28984 6.33019 -1.16302
H 3.15081 6.13461 -2.67112
H 3.80099 5.42845 -1.12409
H 4.43252 2.54561 1.14296
H 5.00630 1.62595 -0.26670
H 3.43409 1.27997 0.41891
C -5.14084 3.85207 -2.70267
O -3.72957 4.16111 -2.79535
P -2.69927 3.47663 -1.68915
O -2.91681 2.05192 -1.41807
O -1.19472 3.82179 -2.29550
C -0.77428 5.19027 -2.56306
O -2.88913 4.52808 -0.46515
C -2.40830 4.13965 0.83553
H -5.57839 4.26371 -1.79317
H -5.27427 2.77229 -2.76883
H -5.69686 4.15546 -3.58974
H -0.26278 5.36584 -3.50945
H -0.06777 5.44651 -1.77358
H -1.61084 5.88901 -2.56438
H -3.23044 4.43034 1.48951
H -1.49968 4.72030 0.99473
H -2.15378 3.08310 0.91939
C -0.25925 -0.49713 -0.84232
C -0.93938 0.03809 0.36094
O -2.35482 0.00768 0.11678
O 1.11495 -0.42717 -0.86407
H -0.58159 0.16076 -1.64939
H -0.62680 -1.49826 -1.06759
H -0.60643 1.05228 0.58151
H -0.66857 -0.47918 1.28138
H -2.52236 0.74463 -0.47519
H 1.38704 0.44784 -1.15027
C -5.10674 1.46512 1.67415
C -6.04560 1.75365 0.54008
O -7.41830 1.98008 0.98883
O -5.38715 2.46253 2.59709
H -4.06285 1.45529 1.36066
H -5.37590 0.51063 2.12650
H -5.95677 0.97682 -0.21935
H -5.78970 2.64314 -0.03562
H -7.92928 2.42326 0.30759
H -6.30738 2.34315 2.84312
C -4.32851 -2.57781 1.65268
Cl -2.87672 -3.51059 2.10846
Cl -5.50401 -2.42097 3.02369
H -4.10026 -1.59414 1.24232
H -4.93218 -3.11102 0.91826
C -1.87860 1.40955 -5.84138
Cl -1.02074 1.07217 -4.31393
Cl -2.88733 2.87632 -5.90385
H -1.06834 1.48591 -6.56646
H -2.45727 0.51154 -6.05771
C -2.11254 -3.87078 -1.78029
Cl -0.44418 -4.43921 -1.50321
Cl -3.05538 -5.17272 -2.48001
H -2.58716 -3.56763 -0.84705
H -2.11497 -3.02131 -2.46329
C -2.34359 1.09757 3.92497
Cl -1.83468 -0.59306 3.95772
Cl -0.97666 2.11006 3.23883
H -3.34183 1.26181 3.51923
H -2.55143 1.37561 4.95821

Forces on atoms 1 to 6 (eV/Å):
C 0.2 -0.6 -0.8
O -0.9 2.0 -0.2
P -0.6 0.1 0.0
O -0.5 -1.6 -0.2
O 3.3 -1.4 0.4
C -2.1 0.8 0.2

---

No. 3
DFT (wB97M-V/def2-TZVPD) results for a 10-piece molecular cluster, C26H75N4O12SSi overall in a non-equilibrium geometry.

Properties
Gap between HOMO and LUMO ... 7.6 eV
Lowest unoccupied orbital energy ... -4.2 eV
Total energy ... -77407.5349 eV
Total charge ... +1
Max |F| ... 7.5 eV/Å

Geometry (Å):
C 6.18934 0.37704 -0.04224
C 4.95090 1.13882 -0.68489
N 3.66493 0.60095 -0.14676
C 2.63802 1.63809 -0.03659
N 2.58768 2.59197 -1.18959
C 1.40975 3.41147 -1.02775
N 1.58997 4.66798 -0.66356
S 0.27298 5.76600 -0.39818
C -0.77908 5.06152 0.92546
O 0.87386 7.00995 0.17173
O -0.45691 6.14341 -1.62626
N 0.08039 2.82921 -1.21339
O -0.36389 3.04558 -2.50508
C -1.75755 3.39015 -2.53700
C -2.68413 2.43618 -1.70748
C -3.03938 1.15135 -2.58246
C -4.00058 3.19350 -1.26220
C -4.84806 2.37082 -0.23415
C -6.14052 3.19044 0.20595
C -4.08509 1.99016 1.08648
C 0.36449 1.36373 -1.13853
C 1.16929 1.12825 0.18924
Si 0.96736 -0.70888 0.65584
C 1.75630 -1.92930 -0.56766
C 1.65658 -0.95326 2.44000
C -0.88619 -1.22665 0.79495
H 7.09146 1.02706 -0.15807
H 6.35744 -0.62527 -0.54109
H 6.03541 0.21879 1.05244
H 5.02884 2.19906 -0.28200
H 4.98561 1.18138 -1.80362
H 3.91001 0.29478 0.79799
H 2.90211 2.26552 0.87394
H 3.36569 3.25539 -1.18535
H 2.52864 5.04994 -0.50893
H -0.07183 4.78840 1.75730
H -1.29563 4.12225 0.62580
H -1.45778 5.83739 1.35823
H -2.07222 3.29607 -3.60985
H -1.99394 4.44207 -2.24578
H -2.23790 2.04673 -0.76044
H -3.36802 0.28525 -1.96414
H -3.82841 1.48433 -3.30804
H -2.10512 0.89737 -3.14206
H -4.64573 3.46186 -2.13208
H -3.70762 4.16194 -0.76016
H -5.18166 1.43501 -0.75295
H -6.70016 3.60213 -0.66190
H -5.77167 3.98920 0.89864
H -6.76199 2.48786 0.81744
H -3.15291 2.59489 1.26644
H -3.74326 0.92002 1.09442
H -4.72752 2.12316 1.99453
H 0.85455 0.98480 -2.06393
H -0.60010 0.80760 -1.03866
H 0.69101 1.76217 0.99087
H 2.29115 -1.44020 -1.41424
H 2.50323 -2.54371 0.01071
H 0.98014 -2.65629 -0.91764
H 1.13336 -0.23447 3.11744
H 1.33531 -1.97743 2.76739
H 2.76738 -0.88040 2.46450
H -1.51173 -0.32836 1.06506
H -1.26747 -1.57231 -0.20713
H -1.04156 -2.04524 1.53609
C -0.53329 -0.91834 -5.69677
O -1.21358 -1.04417 -4.45322
H -0.60939 0.11552 -6.03090
H 0.52108 -1.18070 -5.57520
H -0.99255 -1.57140 -6.44212
H -1.13422 -1.96335 -4.17717
C 2.39527 -4.51029 4.55539
O 3.25887 -3.45559 4.14872
H 1.40483 -4.09501 4.74002
H 2.32796 -5.26314 3.76599
H 2.77266 -4.96689 5.47358
H 4.12518 -3.84034 3.98988
C 5.66576 2.47602 -4.45582
O 4.69008 2.60389 -3.42134
H 6.65556 2.49187 -4.00332
H 5.52677 1.53042 -4.98482
H 5.57772 3.30822 -5.15723
H 3.82472 2.58865 -3.84124
C -2.79440 1.78611 4.36785
O -3.79675 0.85912 3.96999
H -2.96663 2.72719 3.84697
H -2.84851 1.95705 5.44561
H -1.80426 1.40342 4.10331
H -3.62640 0.03820 4.44032
C -3.22606 -4.30444 0.76519
O -2.33206 -4.47829 1.86139
H -4.03644 -3.64695 1.07456
H -2.69405 -3.85158 -0.07612
H -3.63843 -5.27228 0.46990
H -1.62739 -5.06088 1.56601
C 5.69032 -2.89920 -2.54586
O 6.57952 -3.06093 -1.45262
H 4.86397 -2.26007 -2.23473
H 6.21355 -2.42937 -3.38312
H 5.29771 -3.87241 -2.85205
H 7.29947 -3.62508 -1.74791
C -1.20099 -2.94669 6.46493
O -0.32657 -1.90062 6.05441
H -2.18718 -2.52326 6.64667
H -1.27442 -3.70392 5.67950
H -0.83118 -3.40376 7.38620
H 0.53660 -2.29466 5.90051
C 2.07398 -3.54412 -4.02475
O 0.77071 -4.10668 -3.91446
H 1.98586 -2.50328 -4.33311
H 2.58267 -3.59008 -3.05822
H 2.64448 -4.09782 -4.77485
H 0.87521 -5.02256 -3.64322
C -6.22703 -4.00722 3.10159
O -7.19677 -3.79775 2.08231
H -5.57382 -4.82372 2.79873
H -5.63166 -3.09936 3.23642
H -6.72252 -4.27173 4.03923
H -7.76154 -3.07498 2.36796

Forces on atoms 1 to 6 (eV/Å):
C -0.5 0.0 -0.9
C 0.8 0.4 1.2
N 0.3 0.4 -1.1
C -0.1 -0.1 2.1
N -2.3 2.2 0.8
C 1.0 -1.8 -0.9

---

Among the records above, which one has the lowest total charge? C26H73BF3N6O11SV